Entry from OMol25: C14H18N2O5 in the gas phase (the ωB97M-V functional and the def2-TZVPD basis).

Each line ends with the Mulliken charge.
Element x y z (Å)
N -0.039 -1.166 -3.089  -0.67
C -0.485 0.131 -2.579  0.63
C -1.956 0.499 -2.781  -0.82
C -2.450 0.318 -4.248  -0.55
C -1.574 1.093 -5.210  0.54
O -0.519 0.645 -5.656  -0.62
O -1.986 2.253 -5.575  -0.45
C -0.158 0.264 -1.107  -0.25
O -0.623 1.166 -0.434  -0.69
N 0.710 -0.677 -0.649  -0.26
C 1.203 -0.569 0.742  0.09
C 0.129 -0.946 1.752  -0.98
C 0.373 -0.316 3.150  0.28
C 0.847 -1.038 4.235  -0.25
C 1.086 -0.447 5.491  -0.48
C 0.919 0.941 5.630  -0.55
C 0.445 1.690 4.485  -0.59
C 0.208 1.055 3.272  -0.19
C 2.435 -1.437 0.859  0.50
O 2.874 -2.113 -0.073  -0.62
O 3.102 -1.397 2.009  -0.52
H -0.030 -1.147 -4.110  0.34
H -0.760 -1.871 -2.884  0.23
H 0.092 0.869 -3.191  0.26
H -2.660 -0.109 -2.183  0.35
H -2.044 1.530 -2.411  0.34
H -2.428 -0.739 -4.569  0.29
H -3.467 0.725 -4.379  0.38
H -1.356 2.636 -6.209  0.36
H 1.057 -1.395 -1.280  0.52
H 1.526 0.469 0.863  0.41
H 0.016 -2.035 1.886  0.34
H -0.861 -0.581 1.437  0.40
H 0.967 -2.138 4.218  0.29
H 1.420 -1.078 6.315  0.38
H 1.004 1.366 6.634  0.35
H 0.329 2.780 4.523  0.36
H -0.123 1.598 2.370  0.42
H 2.777 -0.828 2.746  0.39

Calculated values
Relative energy (zero: lowest compared OMol25 entry of this formula, charge and spin), kJ/mol: 65.0
SMILES string: N[C@@H](CCC(=O)O)C(=O)N[C@@H](Cc1ccccc1)C(=O)O
2S+1: 1
HOMO-LUMO gap, eV: 10.092

---

Entry from OMol25: 8 unconnected molecules or ions with the total composition C26H72F6N6O12S2 (the ωB97M-V functional and the def2-TZVPD basis).

Each line ends with the Mulliken charge.
Element x y z (Å)
C -4.957 -0.169 -0.147  -1.21
C -5.058 -0.342 -1.700  0.57
C -6.433 -0.578 -2.369  -1.01
O -6.305 -0.722 -3.796  -0.36
C -7.582 -0.870 -4.449  -0.72
N -4.338 0.790 -2.317  0.00
H -4.628 1.703 -1.999  0.35
H -3.347 0.608 -2.393  0.04
H -4.538 0.742 -3.306  0.48
H -5.666 0.542 0.278  0.22
H -3.989 0.156 0.235  -0.01
H -5.214 -1.031 0.469  0.49
H -4.497 -1.209 -2.049  0.20
H -7.097 0.267 -2.190  0.46
H -6.996 -1.423 -1.973  0.52
H -8.122 -1.702 -3.999  0.31
H -7.454 -1.107 -5.505  0.26
H -8.158 0.046 -4.321  0.32
C -0.533 -3.156 1.511  -1.60
C -1.125 -4.254 0.614  0.46
C -0.171 -5.534 0.344  -0.80
O -0.448 -6.392 1.509  -0.30
C 0.297 -7.588 1.511  -0.83
N -2.512 -4.617 1.112  -0.46
H -2.358 -5.223 1.905  0.48
H -2.911 -3.711 1.315  0.35
H -3.173 -5.085 0.509  0.39
H 0.334 -2.595 1.162  0.39
H -0.342 -3.428 2.549  0.34
H -1.145 -2.254 1.539  0.22
H -1.212 -3.707 -0.324  0.24
H 0.891 -5.292 0.387  0.42
H -0.386 -6.083 -0.572  0.48
H 0.245 -8.073 2.486  0.30
H 1.367 -7.386 1.471  0.31
H 0.178 -8.241 0.646  0.34
C 6.647 0.949 -3.224  -1.41
C 5.735 1.332 -4.398  0.26
C 4.235 1.487 -4.138  0.05
O 3.565 1.310 -5.341  -0.49
C 2.115 1.311 -5.159  -0.73
N 6.175 2.730 -5.013  -0.14
H 7.135 2.861 -4.728  0.34
H 6.212 2.660 -6.020  0.40
H 5.520 3.420 -4.673  0.29
H 7.650 0.655 -3.533  0.48
H 6.142 0.059 -2.847  0.20
H 6.688 1.621 -2.367  0.38
H 6.014 0.686 -5.229  0.35
H 4.039 2.394 -3.565  0.06
H 3.930 0.794 -3.355  0.06
H 1.790 1.140 -6.185  0.36
H 1.651 2.278 -4.968  0.28
H 1.801 0.505 -4.496  0.27
C 7.107 -4.012 0.013  -1.57
C 7.033 -2.486 -0.306  0.28
C 5.702 -1.755 -0.033  -0.70
O 5.897 -0.276 0.054  -0.41
C 4.711 0.476 -0.043  -0.53
N 7.935 -1.939 0.791  -0.26
H 8.184 -0.970 0.657  0.31
H 7.555 -2.073 1.717  0.35
H 8.683 -2.609 0.902  0.36
H 7.999 -4.584 -0.242  0.44
H 6.333 -4.621 -0.454  0.38
H 6.691 -4.216 1.000  0.45
H 7.445 -2.351 -1.306  0.27
H 5.301 -2.037 0.941  0.47
H 4.945 -2.069 -0.751  0.42
H 5.043 1.505 0.092  0.32
H 3.991 0.129 0.698  0.46
H 4.226 0.459 -1.020  0.01
C 1.276 0.617 3.821  -1.18
C -0.049 1.262 4.142  0.09
C -0.378 2.337 3.137  0.05
O 0.459 3.529 3.359  -0.45
C 1.078 4.178 2.200  -0.69
N -1.179 0.170 4.242  -1.15
H -2.156 0.393 4.372  0.64
H -1.149 -0.341 3.371  0.06
H -0.758 -0.453 4.915  0.52
H 1.165 -0.268 3.194  0.19
H 1.741 0.256 4.738  0.46
H 1.949 1.319 3.328  0.25
H 0.003 1.743 5.120  0.49
H -1.433 2.567 2.992  0.16
H -0.111 1.950 2.154  -0.11
H 0.579 4.042 1.240  0.31
H 2.132 3.988 1.999  0.23
H 1.102 5.256 2.365  0.40
C -8.626 0.632 3.759  -1.21
C -7.183 0.612 3.518  0.26
C -6.560 1.844 2.887  -1.14
O -5.204 1.664 2.434  0.29
C -4.406 2.738 1.891  -0.75
N -6.418 0.161 4.721  -0.98
H -6.748 -0.646 5.231  0.53
H -5.462 -0.038 4.461  0.39
H -6.226 0.892 5.391  0.48
H -9.174 0.113 2.972  0.31
H -9.047 1.620 3.942  0.35
H -8.829 0.032 4.647  0.39
H -6.961 -0.243 2.879  0.01
H -6.557 2.802 3.407  0.53
H -7.041 2.044 1.930  0.39
H -3.572 2.356 1.303  0.10
H -4.229 3.501 2.650  0.40
H -4.971 3.352 1.189  0.38
C 0.815 0.644 -1.041  0.10
F 1.253 -0.592 -0.994  -0.21
F 1.529 1.343 -0.152  -0.12
F 0.831 1.170 -2.287  -0.17
S -1.070 0.524 -0.448  0.91
O -1.608 -0.546 -1.321  -0.66
O -0.910 0.096 1.017  0.16
O -1.720 1.829 -0.543  -0.62
C 3.654 4.916 -1.037  0.46
F 4.857 4.887 -0.472  -0.25
F 2.978 3.749 -0.833  -0.08
F 2.993 5.860 -0.446  -0.21
S 3.749 5.433 -2.922  1.15
O 4.897 4.904 -3.598  -0.81
O 2.472 5.056 -3.582  -0.66
O 3.783 6.903 -2.858  -0.65

Calculated values
Charge: +3
2S+1: 2
HOMO-LUMO gap (spin up / spin down), eV: 3.285 / 6.395

---

Entry from OMol25: a molecular structure, C38H83F3N4O8Si2 (the ωB97M-V functional and the def2-TZVPD basis).

Each line ends with the Mulliken charge.
Element x y z (Å)
C -1.808 3.945 7.957  -0.98
C -1.811 2.662 8.776  -0.63
C -2.853 1.643 8.304  -0.60
C -2.565 1.041 6.929  -0.19
C -3.754 0.203 6.396  -1.03
C -4.087 0.477 4.913  -0.39
C -5.354 1.307 4.700  -1.17
C -5.428 2.576 5.579  0.27
C -6.002 3.814 4.853  -1.07
C -5.015 4.982 4.754  -0.75
C -4.199 4.992 3.448  -0.72
C -2.900 4.195 3.560  0.85
C -1.907 4.467 2.422  -1.46
C -1.972 3.422 1.291  0.16
C -0.848 2.377 1.322  -0.68
C -0.471 1.882 -0.092  -0.51
C -0.211 0.364 -0.206  -0.35
C 1.088 0.032 -0.964  -0.69
Si 0.991 -1.550 -1.946  0.23
C -0.178 -1.284 -3.412  -0.54
O -1.536 -1.070 -2.998  -0.25
C -2.468 -1.880 -3.542  0.83
C -3.550 -2.276 -2.590  -1.09
O -2.437 -2.239 -4.697  -0.59
O 2.473 -1.889 -2.670  -0.44
Si 3.864 -1.917 -1.818  0.28
N 3.554 -2.505 -0.139  0.34
C 3.811 -3.878 0.125  0.36
O 3.074 -4.629 0.667  -0.43
F 5.009 -4.265 -0.298  -0.22
C 4.176 -1.702 0.859  0.37
O 5.315 -1.374 0.911  -0.41
F 3.294 -1.340 1.779  -0.22
C 0.289 -3.020 -0.950  0.50
F -0.967 -2.587 -0.449  -0.33
C 0.034 -4.284 -1.764  -0.74
C 1.215 -4.726 -2.626  -0.77
H -0.976 4.576 8.272  0.42
H -2.724 4.515 8.118  0.26
H -1.696 3.757 6.892  0.14
H -2.016 2.885 9.823  0.35
H -0.830 2.185 8.715  0.31
H -2.971 0.845 9.038  0.39
H -3.822 2.148 8.238  0.24
H -2.344 1.837 6.222  -0.12
H -1.703 0.377 7.008  0.52
H -4.628 0.445 7.002  0.48
H -3.545 -0.857 6.520  0.46
H -3.244 0.977 4.431  -0.06
H -4.204 -0.485 4.413  0.38
H -5.423 1.580 3.647  0.43
H -6.207 0.673 4.948  0.41
H -4.448 2.807 5.996  -0.34
H -6.074 2.352 6.428  0.71
H -6.327 3.527 3.853  0.46
H -6.899 4.144 5.378  0.36
H -4.333 5.001 5.604  0.29
H -5.576 5.918 4.787  0.37
H -3.950 6.031 3.222  0.40
H -4.827 4.625 2.635  0.19
H -2.437 4.448 4.515  0.17
H -3.134 3.127 3.574  -0.59
H -0.891 4.497 2.817  0.44
H -2.102 5.454 1.999  0.52
H -2.931 2.901 1.337  0.31
H -1.927 3.944 0.336  -0.03
H -1.090 1.549 1.987  0.20
H 0.028 2.868 1.751  0.26
H -1.264 2.171 -0.783  -0.02
H 0.415 2.436 -0.407  0.37
H -0.188 -0.055 0.798  0.48
H -1.075 -0.073 -0.702  -0.01
H 1.287 0.837 -1.676  0.53
H 1.925 0.061 -0.259  0.31
H 0.161 -0.457 -4.040  0.58
H -0.105 -2.168 -4.051  -0.02
H -4.450 -2.475 -3.166  0.37
H -3.760 -1.504 -1.853  0.29
H -3.273 -3.186 -2.063  0.20
H 4.492 -0.599 -1.666  -0.20
H 4.790 -2.842 -2.480  -0.19
H 0.886 -3.271 -0.072  0.72
H -0.187 -5.085 -1.059  0.43
H -0.819 -4.117 -2.421  0.06
H 1.351 -4.087 -3.496  0.14
H 2.152 -4.792 -2.073  0.06
H 1.012 -5.724 -3.012  0.49
C 10.513 -3.436 0.554  -1.52
C 9.166 -2.806 0.213  0.52
C 9.226 -1.809 -0.952  -0.46
O 9.774 -0.548 -0.626  -0.41
C 11.186 -0.473 -0.650  -0.65
N 8.594 -2.216 1.426  -0.69
H 11.158 -2.743 1.095  0.29
H 10.368 -4.306 1.193  0.37
H 11.038 -3.761 -0.346  0.36
H 8.498 -3.614 -0.104  0.33
H 8.201 -1.604 -1.273  0.12
H 9.756 -2.241 -1.812  0.43
H 11.606 -1.107 -1.437  0.30
H 11.623 -0.753 0.312  0.23
H 11.455 0.563 -0.855  0.26
H 7.654 -1.892 1.221  0.23
H 9.113 -1.366 1.629  0.33
C -5.144 5.628 -3.272  -1.52
C -3.691 5.406 -2.867  0.28
C -3.142 4.021 -3.238  -0.75
O -3.565 2.969 -2.393  -0.19
C -4.825 2.406 -2.701  -0.80
N -3.547 5.686 -1.436  -0.70
H -5.833 5.104 -2.609  0.27
H -5.390 6.688 -3.218  0.38
H -5.327 5.290 -4.294  0.35
H -3.084 6.137 -3.410  0.48
H -2.054 4.052 -3.132  0.28
H -3.358 3.778 -4.287  0.55
H -5.003 2.393 -3.780  0.39
H -5.639 2.941 -2.206  0.26
H -4.822 1.380 -2.335  0.15
H -2.561 5.631 -1.196  0.30
H -3.968 4.909 -0.933  0.32
C 1.912 -5.722 -8.935  -1.42
C 1.398 -6.388 -7.664  0.41
C 0.521 -5.476 -6.797  -0.86
O 1.234 -4.510 -6.048  -0.10
C 1.572 -3.325 -6.745  -0.77
N 2.536 -6.939 -6.923  -0.75
H 2.726 -5.028 -8.728  0.28
H 2.297 -6.475 -9.622  0.35
H 1.116 -5.175 -9.445  0.34
H 0.766 -7.229 -7.967  0.42
H 0.014 -6.098 -6.055  0.30
H -0.259 -4.989 -7.396  0.41
H 0.796 -3.051 -7.466  0.39
H 2.531 -3.418 -7.259  0.28
H 1.662 -2.526 -6.008  0.13
H 2.197 -7.483 -6.135  0.28
H 3.036 -6.163 -6.498  0.32

Calculated values
Relative energy (zero: lowest compared OMol25 entry of this formula, charge and spin), kJ/mol: 0.0
2S+1: 1
HOMO-LUMO gap, eV: 9.371

---

Entry from OMol25: C4H7NO2 in the gas phase (the ωB97M-V functional and the def2-TZVPD basis).

Each line ends with the Mulliken charge.
Element x y z (Å)
O -2.639 0.942 0.503  -0.57
C -1.557 0.807 1.037  0.06
N -0.561 0.050 0.536  0.11
C 0.863 0.078 0.835  -0.67
C 1.142 -0.602 -0.503  0.28
O 1.794 0.151 -1.478  -0.57
C -0.513 -0.492 -0.798  -0.93
H -1.269 1.277 1.995  0.34
H 1.145 -0.518 1.704  0.24
H 1.288 1.087 0.901  0.31
H 1.459 -1.645 -0.476  0.36
H 0.832 0.115 -1.761  0.40
H -0.984 -1.464 -0.963  0.26
H -1.000 0.215 -1.533  0.38

Calculated values
Relative energy (zero: lowest compared OMol25 entry of this formula, charge and spin), kJ/mol: 315.3
SMILES string: O=CN1CC(O)C1
2S+1: 1
HOMO-LUMO gap, eV: 10.537

---

Entry from OMol25: a molecular structure, C5H11N2 (the ωB97M-V functional and the def2-TZVPD basis).

Each line ends with the Mulliken charge.
Element x y z (Å)
C -1.171 2.494 -0.563  -0.41
C -0.373 1.994 0.569  -0.08
C 0.201 0.834 -0.075  -0.25
C 1.449 -1.402 -0.549  -1.55
C 0.492 -0.674 0.470  0.37
N -1.243 1.080 -0.113  -0.44
N -0.870 -1.216 0.410  -0.37
H -2.052 3.109 -0.513  0.27
H -0.772 2.600 -1.588  0.22
H -0.480 2.143 1.717  0.23
H 0.817 1.089 -1.020  0.27
H 0.846 -1.630 -1.493  0.44
H 1.850 -2.284 -0.102  0.37
H 2.355 -0.950 -0.828  0.42
H 1.052 -0.653 1.438  0.31
H -1.153 -1.477 1.443  0.38
H -0.935 -2.049 -0.239  0.33
H -1.398 -0.233 0.160  0.50

Calculated values
Charge: +1
Relative energy (zero: lowest compared OMol25 entry of this formula, charge and spin), kJ/mol: 354.7
2S+1: 1
HOMO-LUMO gap, eV: 12.031

---

Question: Number 2 is which compound?
Answer: C26H72F6N6O12S2

---

Question: Which formula does entry 3 have?
Answer: C38H83F3N4O8Si2